(1)
A cluster of 7 separate species, C22H42O5S5 in total at a distorted geometry. Source: the OMol25 dataset; level of theory: ωB97M-V/def2-TZVPD.

- energy relative to the best compared isomer or geometry (same formula, charge and spin) (kcal per mole) = 0.00

XYZ file:
```
74
C22H42O5S5 ωB97M-V/def2-TZVPD
C -3.550 -1.984 1.738
S -2.630 -2.680 0.395
O -1.388 -3.381 0.913
C -3.768 -3.900 -0.005
H -3.784 -2.584 2.551
H -4.299 -1.589 1.310
H -2.923 -1.094 1.978
H -4.337 -3.506 -0.750
H -4.235 -4.181 0.995
H -3.533 -4.842 -0.417
C 1.173 0.284 1.625
S 0.265 -0.014 0.113
O -1.140 0.290 0.556
C 0.778 1.330 -1.024
H 0.892 1.121 2.052
H 2.127 0.212 1.262
H 0.730 -0.339 2.393
H 0.118 1.313 -1.957
H 1.734 1.185 -1.329
H 0.630 2.435 -0.512
C 6.599 -1.211 -1.044
S 5.215 -0.153 -0.800
O 5.751 1.167 -0.172
C 4.958 0.287 -2.528
H 7.597 -0.728 -1.340
H 6.297 -1.832 -1.737
H 6.743 -1.846 -0.104
H 4.792 -0.683 -3.081
H 5.851 0.807 -2.716
H 4.236 1.051 -2.597
C 2.186 -3.637 1.147
S 2.742 -3.495 -0.469
O 2.959 -1.996 -0.746
C 4.365 -4.076 0.057
H 2.076 -4.531 1.522
H 1.282 -3.031 1.477
H 2.720 -3.198 2.083
H 5.010 -3.367 0.726
H 4.987 -4.089 -1.100
H 4.294 -5.205 0.476
C -2.324 3.930 -0.088
S -2.991 2.549 -0.965
O -4.483 2.763 -0.771
C -2.493 3.194 -2.582
H -1.242 3.837 -0.012
H -2.668 3.822 1.016
H -2.524 4.963 -0.518
H -2.848 2.696 -3.550
H -1.344 3.285 -2.675
H -2.838 4.125 -2.669
C 0.961 -0.894 -3.654
C 1.094 0.339 -4.625
C -0.150 0.794 -5.236
C -1.420 0.016 -5.075
C -1.473 -1.139 -4.345
C -0.281 -1.555 -3.470
H 1.739 -1.460 -3.364
H 1.983 0.815 -5.084
H -0.303 1.528 -5.859
H -2.287 0.400 -5.424
H -2.615 -1.739 -4.080
H -0.282 -2.453 -2.970
C -2.071 1.362 5.627
C -1.693 2.449 4.594
C -2.534 3.561 4.392
C -3.706 3.853 5.138
C -4.080 2.948 6.182
C -3.236 1.676 6.390
H -1.456 0.515 6.034
H -0.957 2.257 3.817
H -2.407 4.319 3.633
H -4.412 4.581 4.943
H -4.766 3.263 6.947
H -3.399 1.097 7.342
```

***

(2)
A structure of composition C22H43Br2O6P2PdSi at a distorted geometry. Source: the OMol25 dataset; level of theory: ωB97M-V/def2-TZVPD.

- net charge = -1
- energy relative to the best compared isomer or geometry (same formula, charge and spin) (kcal per mole) = 0.00

XYZ file:
```
77
C22H43Br2O6P2PdSi ωB97M-V/def2-TZVPD
Pd 0.248 -0.395 -0.096
C -3.249 4.381 2.954
C -3.598 3.689 1.641
C -4.205 4.652 0.629
O -2.411 3.134 1.080
P -2.328 1.600 0.682
O -1.178 1.368 -0.179
C -2.446 0.643 2.229
P -0.826 0.662 3.061
O 0.399 0.425 2.313
O -0.877 -0.392 4.264
C -1.855 -0.661 5.259
C -2.404 0.602 5.912
C -2.984 -1.538 4.727
O -0.850 2.123 3.756
C 0.399 2.820 3.833
C 0.466 3.497 5.196
C 0.486 3.817 2.691
O -3.745 1.349 -0.033
C -3.845 0.319 -1.036
C -5.167 -0.401 -0.826
C -3.757 0.967 -2.409
H -4.157 4.678 3.477
H -2.648 5.264 2.752
H -2.674 3.704 3.581
H -4.315 2.882 1.831
H -3.487 5.434 0.399
H -5.116 5.096 1.027
H -4.436 4.111 -0.284
H -2.696 -0.387 1.965
H -3.224 1.054 2.868
H -1.288 -1.233 6.007
H -2.960 1.194 5.189
H -1.592 1.209 6.302
H -3.066 0.324 6.731
H -3.691 -0.964 4.134
H -3.517 -1.991 5.560
H -2.578 -2.331 4.105
H 1.207 2.087 3.734
H -0.352 4.206 5.290
H 1.406 4.031 5.304
H 0.387 2.754 5.986
H -0.280 4.580 2.798
H 0.332 3.303 1.744
H 1.464 4.293 2.681
H -3.013 -0.384 -0.918
H -5.991 0.302 -0.934
H -5.197 -0.848 0.163
H -5.273 -1.193 -1.561
H -4.572 1.678 -2.537
H -3.823 0.207 -3.183
H -2.810 1.495 -2.502
Br 1.707 -2.074 -0.882
C -0.997 -2.152 0.772
Br -2.955 -2.615 1.097
H -0.611 -2.124 1.817
H -0.654 -3.116 0.364
C 2.680 1.001 -2.572
Si 1.928 1.110 -0.765
C 3.464 0.929 0.418
C 1.523 3.008 -0.762
C 2.267 3.966 -0.085
C 1.905 5.302 -0.097
C 0.772 5.710 -0.781
C 0.030 4.773 -1.478
C 0.418 3.447 -1.480
H 3.444 1.765 -2.691
H 1.922 1.171 -3.331
H 3.128 0.031 -2.757
H 4.306 1.515 0.060
H 3.776 -0.109 0.473
H 3.209 1.249 1.425
H 3.143 3.667 0.472
H 2.503 6.035 0.431
H 0.475 6.752 -0.777
H -0.855 5.080 -2.024
H -0.157 2.723 -2.036
```

***

(3)
A cluster of 6 separate species, C22H43BrClN6O5 in total at a distorted geometry. Source: the OMol25 dataset; level of theory: ωB97M-V/def2-TZVPD.

- net charge = +1
- E (eV) = -125245.9735

XYZ file:
```
78
C22H43BrClN6O5 ωB97M-V/def2-TZVPD
C 3.309 -1.584 -1.108
C 2.583 -0.707 -1.480
C 1.627 0.360 -1.688
Br 1.153 0.539 -3.587
C 0.311 0.231 -0.890
C 0.754 0.920 0.400
Cl -0.467 1.266 1.609
C 1.638 2.031 -0.090
N 2.137 1.669 -1.214
C 3.120 2.473 -1.970
H 3.950 -2.333 -0.703
H -0.536 0.701 -1.386
H -0.005 -0.800 -0.733
H 1.466 0.203 0.835
H 1.878 2.985 0.367
H 3.627 1.825 -2.680
H 3.850 2.870 -1.270
H 2.603 3.271 -2.494
C -1.523 -1.661 2.959
O -1.846 -2.233 1.931
N -1.655 -2.161 4.197
C -1.245 -1.420 5.372
C -2.231 -3.491 4.365
H -1.072 -0.655 2.919
H -0.479 -1.974 5.918
H -2.099 -1.257 6.032
H -0.838 -0.452 5.080
H -1.623 -4.223 3.833
H -3.237 -3.514 3.947
H -2.275 -3.750 5.419
C 4.308 4.415 1.728
O 3.813 3.785 0.794
N 4.306 4.015 3.000
C 4.915 4.809 4.057
C 3.678 2.750 3.343
H 4.806 5.381 1.572
H 5.708 4.237 4.539
H 4.164 5.075 4.801
H 5.340 5.719 3.643
H 4.162 1.935 2.803
H 2.621 2.769 3.068
H 3.766 2.577 4.412
C 3.309 1.490 -6.674
O 4.474 1.835 -6.682
N 2.431 1.706 -7.672
C 1.052 1.263 -7.601
C 2.889 2.408 -8.862
H 2.871 0.955 -5.813
H 0.834 0.570 -8.415
H 0.377 2.118 -7.677
H 0.873 0.754 -6.655
H 3.709 1.859 -9.326
H 3.254 3.400 -8.593
H 2.068 2.500 -9.568
C -4.738 -4.895 7.686
O -3.826 -5.054 6.897
N -5.230 -3.698 8.060
C -6.322 -3.573 9.006
C -4.642 -2.499 7.492
H -5.248 -5.743 8.171
H -7.167 -3.063 8.539
H -6.000 -3.001 9.878
H -6.645 -4.558 9.333
H -4.739 -2.512 6.405
H -3.579 -2.452 7.740
H -5.146 -1.623 7.891
C -2.370 -0.286 -7.383
O -2.510 -0.581 -8.550
N -2.410 -1.161 -6.355
C -2.221 -0.735 -4.985
C -2.647 -2.567 -6.642
H -2.186 0.754 -7.056
H -1.352 -1.244 -4.561
H -3.103 -0.973 -4.386
H -2.053 0.341 -4.952
H -1.868 -2.950 -7.302
H -3.606 -2.689 -7.145
H -2.649 -3.133 -5.714
```

***

(4)
A cluster of 4 separate species, C22H43FNO16PS3 in total at a distorted geometry. Source: the OMol25 dataset; level of theory: ωB97M-V/def2-TZVPD.

- E (eV) = -102271.7304
- structure (SMILES) = CCCCCCCC[C@H]1OC(=O)[C@](F)(P(=N)(O)O)[C@@H]1CCCC.O=S1(=O)OCCO1.O=S1(=O)OCCO1.O=S1(=O)OCCO1

XYZ file:
```
87
C22H43FNO16PS3 ωB97M-V/def2-TZVPD
C -4.239 -2.384 -1.723
C -3.710 -0.950 -1.957
C -3.418 -0.247 -0.643
C -2.656 1.065 -0.767
C -1.416 0.969 -1.661
C -0.195 1.765 -1.161
C 1.134 1.014 -1.343
C 1.790 1.211 -2.715
C 1.589 0.086 -3.699
O 0.275 -0.509 -3.718
C -0.412 -0.162 -4.831
O -1.500 -0.653 -5.162
C 0.434 0.967 -5.500
F 0.057 2.081 -4.787
P 0.132 1.439 -7.281
N 0.195 2.970 -7.444
O -1.262 0.790 -7.718
O 1.290 0.737 -8.112
C 1.819 0.438 -5.189
C 2.022 -0.871 -5.950
C 3.430 -0.990 -6.506
C 3.692 -2.216 -7.419
C 2.580 -3.266 -7.478
H -5.278 -2.475 -2.008
H -4.078 -2.713 -0.706
H -3.697 -3.076 -2.356
H -4.459 -0.423 -2.536
H -2.835 -1.038 -2.585
H -2.933 -0.948 0.031
H -4.384 -0.020 -0.197
H -3.340 1.796 -1.191
H -2.389 1.448 0.207
H -1.129 -0.074 -1.700
H -1.650 1.232 -2.682
H -0.310 2.066 -0.130
H -0.109 2.643 -1.791
H 1.819 1.434 -0.614
H 1.033 -0.036 -1.091
H 1.499 2.174 -3.109
H 2.864 1.264 -2.570
H 2.245 -0.725 -3.400
H -0.671 3.367 -7.778
H -1.099 -0.007 -8.237
H 1.596 1.371 -8.767
H 2.649 1.128 -5.244
H 1.316 -0.963 -6.769
H 1.832 -1.716 -5.305
H 3.666 -0.095 -7.067
H 4.111 -1.018 -5.662
H 3.852 -1.851 -8.422
H 4.581 -2.709 -7.058
H 3.020 -4.203 -7.799
H 1.836 -3.029 -8.225
H 2.111 -3.464 -6.526
O 0.239 2.031 2.587
S -0.966 1.886 3.314
O -1.335 0.640 3.884
O -2.167 2.438 2.420
C -2.875 3.476 3.118
C -1.826 4.108 4.008
O -1.038 2.994 4.460
H -3.676 3.017 3.701
H -3.298 4.175 2.403
H -2.253 4.625 4.862
H -1.179 4.788 3.451
O -1.067 -4.736 7.313
S -0.210 -3.611 7.316
O 0.623 -3.323 8.427
O -1.070 -2.315 6.953
C -0.518 -1.653 5.799
C 0.121 -2.768 5.003
O 0.701 -3.625 6.003
H 0.222 -0.926 6.137
H -1.301 -1.146 5.254
H 0.895 -2.413 4.329
H -0.620 -3.340 4.442
O 1.486 2.740 10.388
S 1.514 1.685 11.333
O 1.328 1.925 12.715
O 2.865 0.853 11.111
C 2.565 -0.527 10.850
C 1.210 -0.495 10.179
O 0.497 0.537 10.879
H 2.529 -1.061 11.801
H 3.335 -0.958 10.218
H 0.678 -1.437 10.258
H 1.290 -0.209 9.128
```

***

(5)
A structure of composition C22H43N2O17PVY at a distorted geometry. Source: the OMol25 dataset; level of theory: ωB97M-V/def2-TZVPD.

- E (eV) = -97319.8352

XYZ file:
```
87
C22H43N2O17PVY ωB97M-V/def2-TZVPD
Y 16.722 -5.006 -14.581
O 16.287 -8.952 -16.196
V 16.942 -8.744 -14.709
O 16.298 -9.756 -13.672
P 19.004 -6.723 -14.361
O 20.423 -6.969 -14.807
O 18.631 -8.037 -13.587
O 17.857 -6.762 -15.432
O 18.673 -5.347 -13.715
C 13.265 -7.873 -13.652
C 14.434 -7.094 -13.090
O 15.534 -7.026 -13.945
H 13.653 -8.828 -14.022
H 12.746 -7.462 -14.519
H 12.561 -8.117 -12.854
H 14.741 -7.532 -12.130
H 14.038 -6.105 -12.795
C 12.317 -2.885 -19.822
O 11.956 -4.219 -19.531
C 10.574 -4.432 -19.405
C 10.260 -5.905 -19.133
O 10.483 -6.260 -17.798
C 11.731 -6.852 -17.526
H 13.388 -2.842 -19.625
H 11.811 -2.097 -19.258
H 12.173 -2.738 -20.898
H 9.989 -4.050 -20.259
H 10.232 -3.756 -18.603
H 10.774 -6.506 -19.891
H 9.218 -6.095 -19.397
H 12.541 -6.126 -17.667
H 11.925 -7.732 -18.141
H 11.796 -7.114 -16.471
C 15.425 -7.628 -8.855
O 14.323 -8.247 -8.211
C 13.116 -7.534 -8.332
C 12.468 -7.445 -9.715
O 11.344 -6.534 -9.607
C 10.231 -7.115 -8.981
H 16.334 -8.186 -9.066
H 15.685 -6.867 -8.107
H 15.156 -7.110 -9.780
H 13.375 -6.525 -7.974
H 12.408 -7.859 -7.574
H 12.062 -8.392 -10.073
H 13.029 -6.910 -10.481
H 9.341 -6.509 -9.134
H 10.293 -7.399 -7.924
H 9.962 -8.091 -9.417
C 16.686 -4.471 -11.144
O 16.340 -4.470 -12.337
N 15.798 -4.383 -10.167
C 16.246 -4.186 -8.803
C 14.364 -4.202 -10.299
H 17.723 -4.584 -10.813
H 15.497 -4.536 -8.098
H 16.322 -3.117 -8.550
H 17.257 -4.501 -8.551
H 14.075 -3.165 -10.133
H 13.993 -4.476 -11.288
H 13.805 -4.877 -9.652
C 8.704 -3.523 -13.679
O 7.857 -3.242 -12.848
N 9.628 -4.504 -13.517
C 10.646 -4.616 -14.559
C 9.613 -5.480 -12.442
H 8.813 -2.912 -14.586
H 10.415 -4.150 -15.515
H 10.860 -5.637 -14.881
H 11.511 -4.137 -14.082
H 8.756 -5.238 -11.813
H 9.533 -6.498 -12.810
H 10.455 -5.297 -11.772
C 14.526 -11.555 -11.441
C 15.723 -12.163 -11.456
C 16.151 -13.088 -12.606
O 17.191 -13.679 -12.634
C 15.084 -13.200 -13.652
C 13.944 -12.505 -13.631
C 13.580 -11.624 -12.530
O 12.537 -10.981 -12.547
O 13.000 -12.708 -14.574
O 16.509 -12.150 -10.385
H 14.236 -11.057 -10.524
H 15.270 -13.884 -14.471
H 12.300 -12.055 -14.406
H 17.348 -12.607 -10.546
```

***

(6)
A structure of composition C22H43N2OP3Sc at a distorted geometry. Source: the OMol25 dataset; level of theory: ωB97M-V/def2-TZVPD.

- net charge = +3
- E (eV) = -77081.6462

XYZ file:
```
72
C22H43N2OP3Sc ωB97M-V/def2-TZVPD
Sc -0.368 0.196 0.187
P 1.962 0.405 2.152
P -1.267 2.235 -0.840
P 2.026 -0.383 -1.224
H -1.118 -3.186 0.413
C -0.036 -3.309 0.514
C 0.639 -3.092 1.681
H 0.087 -2.747 2.554
C 1.544 0.403 3.951
C 2.539 2.162 2.026
C 3.602 -0.435 2.289
C -2.942 1.888 -1.404
C -1.471 3.681 0.220
C -0.348 2.765 -2.303
C 3.043 -1.878 -0.904
C 3.355 0.886 -1.195
C 1.849 -0.552 -3.062
H 0.464 -3.367 -0.449
H 1.718 -2.960 1.714
H 1.175 -0.595 4.234
H 0.776 1.160 4.178
H 2.477 0.628 4.495
H 1.689 2.842 2.180
H 2.955 2.320 1.020
H 3.303 2.351 2.798
H 3.442 -1.520 2.240
H 4.072 -0.186 3.252
H 4.265 -0.120 1.475
H -2.929 1.399 -2.370
H -3.490 2.826 -1.419
H -3.408 1.198 -0.695
H -1.818 4.454 -0.476
H -0.531 3.972 0.726
H -2.219 3.455 0.995
H -1.023 3.504 -2.763
H -0.182 1.894 -2.966
H 0.622 3.205 -2.015
H 3.645 -2.060 -1.804
H 2.418 -2.753 -0.703
H 3.716 -1.723 -0.051
H 4.039 0.727 -2.042
H 3.941 0.827 -0.270
H 2.901 1.880 -1.272
H 2.780 -0.983 -3.463
H 1.740 0.439 -3.525
H 0.984 -1.175 -3.338
C -1.620 -1.636 -2.546
C -2.735 -1.125 -3.203
C -2.954 -1.461 -4.558
C -2.173 -2.462 -5.135
C -1.144 -3.069 -4.421
C -0.872 -2.693 -3.085
O -1.036 -0.936 -1.413
H -0.032 -1.060 -1.538
H -3.391 -0.431 -2.671
H -3.749 -0.940 -5.115
H -2.353 -2.699 -6.192
H -0.566 -3.871 -4.908
H -0.126 -3.244 -2.511
N -2.716 -1.694 2.445
C -2.325 -0.450 2.864
C -2.851 0.075 4.036
C -2.484 1.348 4.414
C -1.559 2.058 3.631
C -1.039 1.477 2.475
N -1.479 0.246 2.051
H -2.161 -2.249 1.822
H -3.308 -2.208 3.119
H -3.543 -0.550 4.594
H -2.910 1.804 5.304
H -1.227 3.068 3.912
H -0.266 2.024 1.886
```